Molecular formula: C5H10O
Method: DFT, ωB97M-V/def2-TZVPD

LUMO level, eV: 0.85
Kohn-Sham gap, eV: 10.914
SMILES: C[C@H]1C[C@@H](O)C1
E_tot, Eh: -271.7040
Maximum force, eV/A: 1.853
Energy above the lowest of the compared OMol25 structures with the same formula, charge and spin, kcal per mole: 30.5

```
! RIJCOSX wB97M-V def2-TZVPD def2/J DEFGRID3
* xyz 0 1
C 2.0585 0.0548 -0.2688
C 0.6745 0.1429 0.3220
C -0.4091 0.9726 -0.4166
C -1.3708 -0.0538 0.1497
O -2.6350 -0.2974 -0.3955
C -0.2656 -1.0904 0.2262
H 2.5459 1.0350 -0.2582
H 2.0097 -0.2941 -1.3062
H 2.6766 -0.6456 0.3016
H 0.7139 0.4736 1.3679
H -0.2984 0.9005 -1.5054
H -0.6048 2.0116 -0.1354
H -1.5677 0.2516 1.1969
H -3.0654 -0.0446 0.4212
H -0.3400 -1.8001 1.0555
H -0.1180 -1.6342 -0.7147
*
```

natural (NBO) atomic charge list, values in e, 8 entries:
1. C -0.602
2. C -0.199
3. C -0.428
4. C 0.111
5. O -0.695
6. C -0.427
7. H 0.210
8. H 0.203